A structure of composition C26H27CdN3O2Si, computed with wB97M-V/def2-TZVPD.

Frontier orbital gap (eV): 6.5359
Electronic energy (Ha): -1778.97252
Total charge: 0
F_max (eV Å⁻¹): 0.69
LUMO (eV): -0.83

Positions of all 60 atoms, in Å:
Cd (-0.02, -0.32, -1.16)
C (3.31, -0.30, -2.06)
O (2.39, -1.01, -1.23)
C (2.78, -1.28, 0.07)
C (4.09, -1.17, 0.50)
C (4.42, -1.48, 1.81)
C (3.44, -1.90, 2.69)
C (2.12, -2.00, 2.27)
C (1.78, -1.68, 0.96)
N (0.45, -1.70, 0.46)
N (-0.43, -2.11, 1.27)
C (-1.74, -2.19, 0.93)
C (-2.30, -2.00, -0.38)
O (-1.63, -1.72, -1.44)
C (-3.71, -2.19, -0.54)
C (-4.51, -2.50, 0.50)
C (-4.00, -2.68, 1.82)
C (-4.86, -2.99, 2.89)
C (-4.37, -3.19, 4.15)
C (-2.99, -3.08, 4.37)
C (-2.14, -2.77, 3.35)
C (-2.62, -2.55, 2.04)
H (3.62, 0.63, -1.59)
H (4.19, -0.92, -2.27)
H (2.79, -0.09, -2.98)
H (4.87, -0.85, -0.18)
H (5.45, -1.40, 2.13)
H (3.69, -2.15, 3.71)
H (1.34, -2.31, 2.94)
H (-4.10, -2.06, -1.54)
H (-5.58, -2.62, 0.34)
H (-5.93, -3.08, 2.69)
H (-5.04, -3.43, 4.97)
H (-2.59, -3.25, 5.37)
H (-1.08, -2.68, 3.53)
C (-0.78, 1.86, 1.27)
Si (0.40, 2.65, 0.04)
C (2.12, 2.45, 0.75)
C (0.04, 4.47, -0.04)
N (0.25, 1.73, -1.41)
C (0.25, 2.09, -2.75)
C (0.39, 3.41, -3.22)
C (0.38, 3.71, -4.57)
C (0.23, 2.71, -5.53)
C (0.10, 1.40, -5.11)
C (0.11, 1.10, -3.75)
H (-0.98, 2.52, 2.12)
H (-0.37, 0.93, 1.68)
H (-1.74, 1.62, 0.80)
H (2.20, 2.95, 1.72)
H (2.88, 2.87, 0.08)
H (2.36, 1.39, 0.90)
H (0.04, 4.87, 0.98)
H (-0.94, 4.69, -0.49)
H (0.80, 5.02, -0.60)
H (0.51, 4.21, -2.51)
H (0.49, 4.74, -4.89)
H (0.21, 2.96, -6.59)
H (-0.02, 0.60, -5.83)
H (0.02, 0.06, -3.45)

The molecule C12H7Cl2N3O2S, computed with wB97M-V/def2-TZVPD.

Frontier orbital gap (eV): 8.7233
Electronic energy (Ha): -2094.66359
Total charge: 0
F_max (eV Å⁻¹): 5.47
Energy relative to the best compared isomer or geometry (same formula, charge and spin) (kJ/mol): 106.49
LUMO (eV): -0.28
SMILES: Clc1ccc(-c2nnc(SCc3ccon3)o2)c(Cl)c1

Positions of all 27 atoms, in Å:
Cl (-2.37, -5.74, 2.52)
C (-2.00, -4.08, 2.35)
C (-2.92, -3.05, 2.26)
C (-2.49, -1.78, 1.95)
C (-1.16, -1.46, 1.76)
C (-0.68, -0.12, 1.28)
N (-1.64, 0.67, 0.73)
N (-1.04, 1.66, 0.12)
C (0.16, 1.63, 0.61)
S (1.60, 2.61, 0.01)
C (1.24, 2.33, -1.82)
C (0.87, 0.90, -2.24)
C (1.09, -0.35, -1.73)
C (0.46, -1.23, -2.53)
O (-0.42, -0.45, -3.38)
N (0.07, 0.85, -3.28)
O (0.50, 0.42, 1.29)
C (-0.20, -2.48, 1.86)
Cl (1.49, -2.29, 1.69)
C (-0.64, -3.75, 2.21)
H (-4.03, -3.16, 2.30)
H (-3.28, -0.98, 2.00)
H (2.00, 2.77, -2.48)
H (0.34, 2.90, -2.02)
H (1.65, -0.59, -0.88)
H (0.30, -2.32, -2.45)
H (0.06, -4.65, 2.25)

A structure of composition C8H10N3O3PRhS5, computed with wB97M-V/def2-TZVPD.

Frontier orbital gap (spin up / spin down) (eV): 6.0498 / 6.1423
2S+1: 2
Electronic energy (Ha): -3143.80442
Total charge: -2
F_max (eV Å⁻¹): 1.57
LUMO (spin up / spin down) (eV): 4.69 / 4.86

Positions of all 31 atoms, in Å:
Rh (1.30, 0.52, 0.53)
S (3.10, 0.29, 2.09)
C (3.99, -1.01, 1.42)
C (5.38, -1.17, 1.79)
N (6.50, -1.29, 2.04)
C (3.41, -1.91, 0.58)
S (2.08, -1.50, -0.44)
C (3.91, -3.28, 0.53)
N (4.27, -4.37, 0.48)
C (-4.25, -1.36, 1.80)
C (-3.75, -0.82, 0.48)
O (-3.23, 0.49, 0.67)
P (-1.64, 0.79, 0.38)
S (-1.44, 2.70, 0.62)
S (-0.66, -0.52, 1.55)
O (-1.67, 0.29, -1.16)
C (-0.60, 0.47, -2.10)
C (-0.74, 1.77, -2.85)
H (-4.74, -2.34, 1.66)
H (-4.97, -0.67, 2.25)
H (-3.42, -1.48, 2.49)
H (-4.57, -0.75, -0.25)
H (-2.99, -1.48, 0.07)
H (-0.65, -0.39, -2.77)
H (0.37, 0.44, -1.60)
H (-1.70, 1.81, -3.38)
H (0.07, 1.87, -3.57)
H (-0.70, 2.61, -2.16)
O (3.12, 4.47, -0.79)
S (2.15, 3.64, -0.05)
N (2.07, 2.20, -0.31)

A cluster of 2 separate species, C5H9N2 in total, computed with wB97M-V/def2-TZVPD.

Frontier orbital gap (eV): 9.2330
Electronic energy (Ha): -304.99197
Total charge: +1
F_max (eV Å⁻¹): 3.86
Energy relative to the best compared isomer or geometry (same formula, charge and spin) (kJ/mol): 625.03
LUMO (eV): -3.88

Positions of all 16 atoms, in Å:
C (0.18, -0.42, -0.61)
C (-1.87, 0.17, -0.03)
C (2.67, -0.04, -0.03)
C (1.94, 1.04, 0.69)
C (-2.55, -1.08, -0.13)
N (-2.03, 1.26, 0.38)
N (1.26, -0.05, -0.07)
H (0.09, -1.25, -1.34)
H (3.35, 0.02, -1.00)
H (2.99, -0.93, 0.53)
H (1.60, 1.07, 1.66)
H (1.93, 2.06, 0.22)
H (-2.15, -1.89, 0.49)
H (-3.59, -0.76, -0.10)
H (-2.28, -1.35, -1.14)
H (-1.56, 2.15, 0.47)